Model a:
# C3H4ClN

A cluster of 2 separate species, C3H4ClN in total (ωB97M-V with the def2-TZVPD basis set, OMol25).

Geometry (Å):
H (1.9859, 2.3603, -1.0734)
H (-0.5056, -1.8255, 0.1276)
H (-1.7678, 1.0141, -0.2673)
H (1.3983, -0.5506, 0.1948)
N (-1.1145, -1.0148, 0.2733)
Cl (-2.4107, -1.9247, 1.6951)
C (1.7371, 0.3275, -0.2862)
C (-1.1775, 0.1041, -0.0885)
C (1.8547, 1.5096, -0.5754)

Results
Frontier orbital gap (spin up / spin down) in eV: 8.386 / 8.388
Net charge: 0

---

Model b:
# C3H4ClN

The molecule C3H4ClN (ωB97M-V with the def2-TZVPD basis set, OMol25).

Geometry (Å):
H (1.2386, 0.6644, -0.8923)
C (-0.9028, -1.5036, -0.1697)
C (0.9250, 0.1185, -0.0986)
C (0.2373, -1.0307, -0.2508)
H (1.3065, 0.2989, 0.7921)
Cl (-2.2658, -0.0888, -0.0755)
H (-1.3993, -2.5452, -0.0268)
N (-1.3955, 1.2390, -0.2874)
H (-0.8668, 1.5034, 0.6401)

Results
Frontier orbital gap (spin up / spin down) in eV: 9.221 / 9.220
Net charge: 0

---

Computed relative energies in units of hartree: model a 0.0000; model b 0.0295

---

Model a:
# C4H14N2O2

A cluster of 2 separate species, C4H14N2O2 in total (ωB97M-V with the def2-TZVPD basis set, OMol25).

Geometry (Å):
H (-0.1874, -0.7520, -1.6027)
H (-2.0295, 1.8052, -0.1231)
H (1.6795, -2.1278, -0.6783)
H (0.0051, -2.4023, -2.2611)
H (-1.6703, -3.0870, -0.6765)
C (0.4211, 1.8026, 0.9428)
C (1.2099, 1.5886, -0.3467)
H (-1.3238, 1.0756, 1.9844)
N (0.7311, -2.2399, -0.3389)
O (-1.6588, 0.9171, -0.0573)
N (-1.5934, -2.1244, -1.0005)
H (0.0648, 2.8395, 0.9845)
H (1.6521, 0.5936, -0.3572)
C (-0.7919, 0.8561, 1.0455)
O (1.2301, 1.6538, 2.0877)
H (0.6282, -1.7014, 0.5083)
H (0.5522, 1.6863, -1.2061)
H (1.6694, 0.7960, 2.0500)
H (-1.9140, -1.4985, -0.2717)
H (-0.4431, -0.1788, 1.0959)
C (-0.2382, -1.8258, -1.3576)
H (2.0068, 2.3234, -0.4212)

Results
Frontier orbital gap in eV: 9.954
SMILES: C[C@H](O)CO.NCN
Net charge: 0

---

Model b:
# C4H14N2O2

A cluster of 3 separate species, C4H14N2O2 in total (ωB97M-V with the def2-TZVPD basis set, OMol25).

Geometry (Å):
H (-2.3503, 1.8162, -0.1101)
C (-0.3783, -0.5933, -0.0908)
C (-1.8731, -1.1444, 0.2873)
H (-1.9575, 2.5197, -1.2906)
C (-2.7217, -1.0304, -0.9801)
H (1.9757, -1.0409, -0.5088)
H (-1.7745, -1.8923, 0.9989)
H (-2.1369, -1.5824, -1.7932)
H (-3.0412, -0.0445, -1.3694)
H (3.6688, -0.6642, 1.5190)
O (1.9977, 2.2518, -0.9059)
C (1.8957, -0.8434, 0.5713)
N (0.5379, -1.1397, 0.9315)
H (0.2270, -1.0150, 1.9029)
H (1.3231, 2.3832, -1.5884)
H (-2.3514, -0.3935, 0.9425)
H (-3.7327, -1.4477, -0.8131)
H (2.8008, 1.8401, -1.1840)
O (-1.5560, 2.0888, -0.5738)
H (-0.0766, -1.2729, -0.9740)
H (-0.2549, 0.4366, -0.3034)
N (2.6924, -0.6743, 1.5947)

Results
Frontier orbital gap in eV: 9.050
SMILES: [H]/N=C/NCCC.O.O
Net charge: 0

---

Computed relative energies in units of hartree: model a 0.0000; model b 0.0641